Entry from OMol25: a cluster of 4 separate species, C38H50F24N3O9PS2 in total at a distorted geometry (ωB97M-V/def2-TZVPD).

The geometry in XYZ format:
```
127
C38H50F24N3O9PS2 | OMol25 | ωB97M-V/def2-TZVPD
C 8.68093 -5.69042 3.81151
C 7.19305 -5.12153 3.99336
O 7.04133 -4.15476 4.79325
O 6.02492 -5.64990 3.35866
C 6.07356 -5.47300 1.91724
C 5.81406 -3.94028 1.44106
C 4.24953 -3.60278 1.25702
C 3.89848 -3.72789 -0.30941
C 2.33858 -3.94598 -0.62473
C 1.36642 -2.82262 -0.03272
C -0.12427 -3.14231 0.38166
P -0.85172 -4.89006 0.18830
O -0.50221 -5.71638 1.63698
O -0.10696 -5.78839 -1.07306
S -2.76781 -4.85791 -0.25037
C -1.00544 -1.95276 1.00492
O -2.37060 -2.13302 1.42639
C -2.44685 -2.44464 2.84914
C -3.80018 -3.32543 3.10204
C -4.74060 -2.72160 4.25807
C -3.40744 -4.84785 3.44882
C -4.65539 -5.85638 3.60492
C -5.87783 -5.56115 2.60135
C -5.12336 -5.99701 5.16126
C -0.46204 -0.48894 1.17880
C -1.37594 0.70900 1.79047
C -0.58560 1.56800 2.92370
O -0.44685 2.98102 2.54229
C -1.29074 1.48933 4.38045
N -0.77147 0.25262 5.04527
C 0.99210 -0.09506 0.74104
N 1.68235 1.16081 0.78156
S 3.26529 0.93484 0.17474
N 3.12773 -0.72409 -0.16404
C 1.84047 -1.33433 0.15963
H 9.23387 -5.51896 4.81591
H 8.73788 -6.80940 3.58249
H 9.29963 -5.11116 3.02800
H 7.12907 -5.74993 1.54443
H 5.31098 -6.16153 1.41350
H 6.32485 -3.23229 2.19698
H 6.32842 -3.81103 0.42073
H 4.04032 -2.53155 1.62060
H 3.61380 -4.39164 1.80274
H 4.29610 -2.83602 -0.93658
H 4.46312 -4.65236 -0.73128
H 2.16688 -4.05461 -1.76808
H 2.03936 -4.94087 -0.10871
H -0.12271 -6.61140 1.47815
H 0.07668 -5.20042 -1.85399
H -2.62398 -1.45297 3.41640
H -1.51223 -2.94256 3.28006
H -4.36743 -3.33093 2.10324
H -4.51839 -3.27177 5.25400
H -5.86899 -2.91068 4.06483
H -4.65009 -1.57619 4.38949
H -2.82331 -4.85128 4.44290
H -2.77046 -5.23357 2.56444
H -4.25679 -6.91035 3.32343
H -6.39701 -4.55563 2.77316
H -6.67595 -6.37959 2.79668
H -5.57093 -5.69110 1.49148
H -4.15269 -6.15090 5.77833
H -5.69474 -6.99846 5.24161
H -5.72430 -5.09631 5.52513
H -1.54936 1.45676 0.91827
H -2.37576 0.33239 2.20487
H 0.49790 1.20155 3.08415
H -1.34160 3.39052 2.55116
H -0.91675 2.38955 5.00812
H -2.43096 1.57142 4.33923
H 0.26041 0.38392 5.09547
H -1.12181 0.14905 6.01232
F -0.76645 0.99241 -3.85028
C -0.28561 0.20229 -2.87209
F 0.94618 -0.20184 -3.28070
C -1.17248 -1.01218 -2.58224
F -1.19475 -1.87118 -3.63159
F -0.59623 -1.69997 -1.55088
C -2.62508 -0.70822 -2.15658
O -3.63583 -0.74069 -3.17938
C -3.78809 0.41579 -3.98072
F -3.14172 1.44603 -3.39697
F -5.10266 0.73016 -3.93421
C -3.37422 0.19152 -5.44108
F -2.11826 -0.28909 -5.54718
F -3.40644 1.35859 -6.13438
H -0.15130 0.81017 -1.97275
H -2.91549 -1.51569 -1.47663
H -2.69552 0.20118 -1.55273
H -4.04605 -0.51898 -5.93026
F -0.82254 6.84195 -6.45966
C -1.50367 6.02507 -7.28308
F -2.00582 6.81217 -8.26986
C -2.63474 5.26567 -6.58374
F -3.61388 6.10749 -6.17274
F -3.21373 4.44896 -7.51495
C -2.22320 4.36607 -5.39866
O -2.34127 4.91765 -4.07536
C -1.28777 5.74394 -3.61762
F -0.22075 5.58594 -4.42551
F -0.91808 5.24252 -2.41382
C -1.70587 7.21086 -3.44596
F -2.24465 7.72258 -4.57103
F -0.63288 7.98190 -3.13954
H -0.79516 5.33139 -7.74373
H -2.92798 3.52946 -5.39619
H -1.24441 3.90312 -5.55342
H -2.44446 7.31382 -2.64594
F 1.79522 7.85697 -1.54825
C 1.12239 7.37639 -0.48788
F 0.45564 8.43164 0.04998
C 2.03275 6.73048 0.55930
F 2.84043 7.64683 1.14663
F 1.23103 6.24928 1.55645
C 2.89589 5.54784 0.07094
O 4.24863 5.83872 -0.32125
C 4.45334 6.33838 -1.63002
F 3.33613 6.13920 -2.35756
F 5.40165 5.54887 -2.18512
C 4.93558 7.79497 -1.64714
F 4.11337 8.61225 -0.95772
F 4.98450 8.26932 -2.91661
H 0.37486 6.66445 -0.84729
H 3.00940 4.88054 0.93062
H 2.38054 4.94382 -0.68145
H 5.93393 7.87852 -1.20885
```

The calculation puts the HOMO-LUMO gap at 6.86 eV. As for the energy: -5853.6136 Eh. Its net charge is 0. As for the SMILES: CC(=O)OCCCCCc1c(P(O)(O)=S)c(OC[C@H](C)CC(C)C)c(C[C@@H](O)CN)c2nsnc12.FC(F)C(F)(F)COC(F)(F)C(F)F.FC(F)C(F)(F)COC(F)(F)C(F)F.FC(F)C(F)(F)COC(F)(F)C(F)F. For the LUMO energy, the calculation gives -1.809 eV. For the HOMO energy, the calculation gives -8.669 eV.



Entry from OMol25: a structure of composition C38H50N4OP2SSc at a distorted geometry (ωB97M-V/def2-TZVPD).

The geometry in XYZ format:
```
97
C38H50N4OP2SSc | OMol25 | ωB97M-V/def2-TZVPD
Sc 0.12171 0.47517 -0.69908
C -3.06997 -0.32627 0.79592
C -3.15894 -1.41619 -0.28058
C -3.83639 -2.65227 0.30400
P -1.42423 -1.64585 -0.94328
C -1.54115 -2.60144 -2.53987
C -0.21010 -3.30931 -2.80465
C -2.72956 -3.53921 -2.72820
C -0.62937 -2.64661 0.34433
C -0.91498 -4.00468 0.51073
C -0.48498 -4.72102 1.61207
C -0.74530 -6.19577 1.76216
C 0.15945 -4.00030 2.61897
C 0.45779 -2.66192 2.47760
C 0.16754 -1.95615 1.29195
N 0.56555 -0.64091 1.06639
C 1.66216 -0.08269 1.74391
C 2.77860 -0.81050 2.18990
C 3.88780 -0.18467 2.72614
C 3.97383 1.20025 2.82846
C 5.19347 1.87948 3.39175
C 2.87614 1.93296 2.40389
C 1.73101 1.32696 1.89349
P 0.19492 2.20970 1.45180
C -0.57412 2.54997 3.13010
C 0.41611 2.81956 4.25682
C -1.47191 1.36178 3.48984
C 0.62637 3.89835 0.77700
C 1.64430 3.73700 -0.35431
C 1.04133 5.01696 1.72949
H -4.06700 -0.08914 1.17205
H -2.61979 0.59194 0.41223
H -2.47152 -0.68812 1.63482
H -3.75058 -1.04006 -1.12176
H -3.23292 -3.08727 1.09932
H -4.03780 -3.41891 -0.44225
H -4.79111 -2.35194 0.74017
H -1.65233 -1.78902 -3.26806
H -0.11772 -4.19448 -2.17642
H 0.64084 -2.65818 -2.59021
H -0.14438 -3.61776 -3.84888
H -2.70357 -4.38741 -2.04421
H -2.69725 -3.93483 -3.74531
H -3.68053 -3.02135 -2.60433
H -1.52028 -4.50887 -0.23383
H -1.16550 -6.61903 0.85060
H -1.44277 -6.38894 2.57971
H 0.18021 -6.72708 1.98759
H 0.42773 -4.50509 3.54066
H 0.92167 -2.13106 3.29737
H 2.79337 -1.88591 2.08931
H 4.71848 -0.79428 3.06497
H 5.84090 1.16189 3.89366
H 4.91100 2.64668 4.11362
H 5.77628 2.36547 2.60612
H 2.91181 3.01190 2.49501
H -1.20022 3.43359 2.97309
H 1.03071 1.93949 4.44402
H -0.13665 3.04240 5.17165
H 1.07376 3.66236 4.04921
H -0.88974 0.43606 3.49991
H -2.28370 1.25154 2.77246
H -1.90588 1.49887 4.48194
H -0.32573 4.19308 0.31966
H 2.60617 3.41184 0.04584
H 1.79167 4.68518 -0.87437
H 1.29168 3.01093 -1.09536
H 2.02117 4.84016 2.17390
H 0.31819 5.16742 2.52994
H 1.10482 5.94846 1.16246
O -1.13715 1.77012 -1.20728
C -1.98504 2.08443 -2.17017
C -3.16673 2.77470 -1.86287
C -4.06115 3.13206 -2.84751
C -3.80859 2.80314 -4.17713
C -2.65741 2.11876 -4.49721
C -1.72793 1.75183 -3.51536
C -0.52114 1.01717 -3.87015
N 0.32904 0.39147 -3.05235
C 1.26853 -0.22071 -3.85929
C 0.99910 0.04077 -5.16020
N -0.12755 0.82397 -5.15149
H -3.34589 3.01668 -0.82235
H -4.96580 3.66607 -2.58740
H -4.50995 3.07706 -4.95310
H -2.49263 1.84565 -5.53256
H 2.07080 -0.81124 -3.45301
H 1.49275 -0.25636 -6.06826
H -0.56602 1.22013 -5.96288
S 4.99447 0.21365 -1.32967
C 4.31909 -1.31676 -0.97374
C 2.97199 -1.22106 -0.88984
N 2.46520 0.03556 -1.13109
C 3.42779 0.88000 -1.38354
H 4.93901 -2.18509 -0.82417
H 2.29878 -2.03758 -0.66798
H 3.26590 1.91271 -1.65244
```

The calculation puts the HOMO-LUMO gap at 7.16 eV. As for the energy relative to the best compared isomer or geometry (same formula, charge and spin): 6.8 kcal per mole. As for the energy: -3613.9083 Eh. Its net charge is +1. For the LUMO energy, the calculation gives -2.041 eV. For the HOMO energy, the calculation gives -9.205 eV.



Entry from OMol25: a structure of composition C38H51BrNP3Pt at a distorted geometry (ωB97M-V/def2-TZVPD).

The geometry in XYZ format:
```
95
C38H51BrNP3Pt | OMol25 | ωB97M-V/def2-TZVPD
C 6.76945 -1.88939 -0.62891
C 6.48520 -0.55948 -0.12760
C 7.59884 0.25645 0.25039
C 8.88737 -0.28818 0.16140
N 9.09687 -1.50818 -0.31278
C 8.10089 -2.32109 -0.66714
C 5.15586 -0.16893 -0.05623
C 4.02592 0.33987 0.16004
C 2.58066 -0.32666 0.09925
C 1.91535 -0.72746 -1.10345
C 0.68270 -1.36300 -0.98162
C -0.01596 -1.53843 0.25661
C 0.69275 -1.03762 1.39426
C 2.04762 -0.70632 1.32206
Pt 3.23634 1.86439 0.84815
P -1.58803 1.60032 -2.18511
H 7.50703 1.29439 0.54036
H 6.00718 -2.55605 -1.03732
H 9.77621 0.27632 0.45110
H 8.36515 -3.33433 -1.02051
H 2.65659 -0.45184 2.19871
H 2.43754 -0.64014 -2.05931
H 0.21469 -0.94702 2.33672
H 0.20986 -1.73585 -1.88157
C -3.11339 2.52068 -1.89927
C -3.11922 3.70703 -2.86315
H -3.18632 2.84927 -0.84572
H -3.92844 1.79496 -2.06082
H -4.16020 4.06798 -2.90863
H -2.46504 4.51472 -2.47067
H -2.78282 3.39980 -3.87652
C -0.00147 2.52075 -2.39109
C 0.83204 2.00057 -3.57690
H 0.60073 2.49380 -1.44102
H -0.30207 3.58496 -2.53202
H 1.69113 2.67701 -3.68136
H 1.19289 0.97676 -3.38783
H 0.25760 2.02961 -4.51937
C -1.73387 0.13096 -3.22784
C -2.34612 0.62462 -4.53751
H -2.35949 -0.61633 -2.69707
H -0.72407 -0.32551 -3.31191
H -2.32904 -0.21923 -5.23653
H -3.39032 0.94505 -4.36867
H -1.74938 1.45648 -4.95462
Br -1.66818 0.53277 -0.22277
P 0.81522 2.36058 1.49080
C -0.41831 3.73843 0.73242
C -0.94927 4.88152 1.61323
H -1.30373 3.20118 0.33117
H 0.13754 4.11611 -0.12214
H -1.16080 5.76133 0.98215
H -1.87502 4.61514 2.14450
H -0.22481 5.20267 2.36424
C -0.74584 1.79301 2.50057
C -1.29115 2.39737 3.81772
H -0.63833 0.72765 2.64156
H -1.60578 1.92186 1.80033
H -2.17628 1.76431 4.02905
H -0.60569 2.33167 4.68332
H -1.67090 3.42686 3.72932
C 1.81200 2.77941 2.93570
C 1.72293 4.27195 3.12883
H 2.87325 2.41781 2.60194
H 1.50463 2.25672 3.86338
H 2.65666 4.72705 3.52404
H 1.54164 4.78210 2.14383
H 0.94250 4.51344 3.86283
C 0.11148 -4.24967 1.17334
P -1.07162 -2.97306 0.66297
C -2.41356 -3.08761 1.88843
C -3.01874 -4.37494 1.87337
C -3.87286 -4.80515 2.89602
C -4.10670 -3.93066 3.95983
C -3.61802 -2.62809 3.96254
C -2.71595 -2.20702 2.95388
C -1.92043 -3.22112 -0.91964
C -3.29482 -2.94642 -1.03771
C -4.00052 -3.30835 -2.19169
C -3.28150 -3.81379 -3.27216
C -1.90455 -3.98868 -3.23158
C -1.21557 -3.68330 -2.05088
H -0.37460 -5.21702 1.22085
H 0.58055 -4.04677 2.15271
H 0.90214 -4.26350 0.42836
H -2.76344 -5.04323 1.03771
H -4.23064 -5.84245 2.85969
H -4.74815 -4.31148 4.77798
H -3.83790 -1.99128 4.83779
H -2.30462 -1.19781 2.99696
H -3.86202 -2.54474 -0.21116
H -5.09514 -3.18722 -2.22307
H -3.83742 -4.10127 -4.17587
H -1.34987 -4.33762 -4.11705
H -0.15702 -3.88440 -1.99665
```

The calculation puts the HOMO-LUMO gap (spin up / spin down) at 6.65 / 4.47 eV. As for the energy relative to the best compared isomer or geometry (same formula, charge and spin): 129.2 kcal per mole. As for the energy: -5248.9273 Eh. Its net charge is +4. As for the spin multiplicity: 5. For the LUMO energy (spin up / spin down), the calculation gives -10.914 / -13.894 eV. For the HOMO energy (spin up / spin down), the calculation gives -17.561 / -18.361 eV. The expectation value of S² is 6.0892.



Entry from OMol25: a structure of composition C38H51Cl3CoN2O3PSi at a distorted geometry (ωB97M-V/def2-TZVPD).

The geometry in XYZ format:
```
100
C38H51Cl3CoN2O3PSi | OMol25 | ωB97M-V/def2-TZVPD
C -2.41395 -2.86817 -4.32195
C -1.85183 -1.49432 -4.14228
H -2.86665 -3.03182 -5.30960
H -3.19227 -3.05490 -3.55064
H -1.56636 -3.55042 -4.17111
C -2.37697 -0.37305 -4.67517
C -3.68133 -0.40348 -5.40214
H -1.83250 0.59926 -4.67945
H -4.40833 -0.98466 -4.78633
H -3.64111 -0.91739 -6.38544
H -4.09225 0.59235 -5.59179
Co 2.52875 -2.45848 -2.45558
Cl 2.69951 -1.76257 -0.33179
Cl -1.15040 -1.47876 0.71200
H 2.07184 -0.15923 6.07946
H 3.61479 -2.22895 4.77402
C 1.29831 -0.95265 6.01803
C 2.62305 -2.73928 4.90021
N 1.51570 -1.78124 4.85092
H 0.31724 -0.48232 5.90958
C 0.69306 -1.63283 3.74868
O -0.40640 -1.03423 3.80093
H 2.49599 -3.45800 4.08364
H 1.16698 -2.03226 2.80340
H 1.32697 -1.55043 6.94328
H 2.62642 -3.27416 5.86976
H -3.25195 -1.29166 -1.50055
H -3.92021 1.07677 -2.95150
C -4.10996 -0.79427 -1.00074
C -4.29345 1.47648 -2.00354
N -3.87453 0.63510 -0.90454
H -4.22275 -1.24196 -0.00495
C -3.47190 1.21409 0.26986
O -3.16699 0.60866 1.29715
H -3.87604 2.47981 -1.85926
H -3.42465 2.32044 0.17980
H -5.00479 -0.98365 -1.61294
H -5.38162 1.55863 -2.07697
O -0.85613 -2.07246 -1.97651
C -0.60334 -1.52064 -3.17581
C -0.70775 0.62856 -1.99012
C -0.10096 -0.07408 -3.03037
H -1.29725 0.12026 -1.22666
C -0.57786 2.01772 -1.96838
H 0.21160 -1.99553 -3.81186
C 0.83895 0.48887 -3.88044
H -1.15260 2.57462 -1.25152
C 0.31572 2.62641 -2.85374
C 1.05347 1.86859 -3.76718
H 1.34521 -0.15815 -4.62027
H 0.46633 3.70561 -2.78078
H 1.82825 2.34053 -4.37848
Si -0.99798 -3.44991 -0.00206
Cl 2.24227 -3.71349 -4.06364
C -2.63436 -4.01038 0.89693
C 0.41887 -4.40846 0.85700
C -1.53542 -4.27858 -1.63994
H -2.68808 -3.53551 1.88696
H -2.68611 -5.11102 0.98894
H -3.44194 -3.64402 0.23309
H -2.37156 -3.65760 -1.98426
H -1.95526 -5.30158 -1.50008
H -0.68435 -4.34786 -2.34212
H 1.42499 -3.98623 0.69798
H 0.40228 -5.45892 0.52886
H 0.23115 -4.43364 1.94315
C 4.34239 1.13336 4.69374
C 3.34412 2.10940 4.67679
C 2.42821 2.16463 3.61614
C 2.52647 1.24058 2.56848
C 3.51467 0.23759 2.61068
C 4.43096 0.20150 3.65916
P 1.48954 1.25703 1.03941
C 0.23024 2.52794 1.44634
C -0.65501 2.12177 2.46354
C -1.63221 3.00933 2.91594
C -1.77468 4.26941 2.32666
C -0.96358 4.63144 1.25094
C 0.02845 3.75518 0.78798
C 2.62563 2.14815 -0.06358
C 3.03124 3.46499 0.13086
C 3.83521 4.09007 -0.81700
C 4.27512 3.39778 -1.94025
C 3.96232 2.03693 -2.08238
C 3.17604 1.41297 -1.12661
H 5.05824 1.09674 5.51674
H 3.25368 2.82649 5.49556
H 1.64513 2.92199 3.61862
H 3.52640 -0.50762 1.81644
H 5.21029 -0.56869 3.65210
H -0.59131 1.11251 2.88741
H -2.29225 2.71715 3.72287
H -2.53595 4.97327 2.68006
H -1.07597 5.58838 0.74006
H 0.65657 4.00950 -0.07561
H 2.69114 4.00259 1.01246
H 4.10797 5.13332 -0.66533
H 4.86008 3.90239 -2.71185
H 4.33187 1.47953 -2.95421
H 2.95142 0.34286 -1.20330
```

The calculation puts the HOMO-LUMO gap (spin up / spin down) at 6.64 / 4.65 eV. As for the energy relative to the best compared isomer or geometry (same formula, charge and spin): 9.7 kcal per mole. As for the energy: -5208.0630 Eh. Its net charge is -1. As for the spin multiplicity: 4. For the LUMO energy (spin up / spin down), the calculation gives 2.194 / 0.247 eV. For the HOMO energy (spin up / spin down), the calculation gives -4.443 / -4.401 eV. The expectation value of S² is 3.7609.